Entry 1:
{
  "formula": "C16H48K4O12P",
  "method": "ωB97M-V/def2-TZVPD",
  "homo_energy_ha": -0.39877,
  "de_lowest_kj_mol": 183.0,
  "energy_ev": -116532.2046,
  "gap_ev": 6.12,
  "charge": 1,
  "lumo_energy_ha": -0.174,
  "elements": ["K", "K", "K", "K", "P", "O", "O", "O", "O", "C", "C", "O", "H", "H", "H", "H", "H", "H", "C", "C", "O", "H", "H", "H", "H", "H", "H", "C", "C", "O", "H", "H", "H", "H", "H", "H", "C", "C", "O", "H", "H", "H", "H", "H", "H", "C", "C", "O", "H", "H", "H", "H", "H", "H", "C", "C", "O", "H", "H", "H", "H", "H", "H", "C", "C", "O", "H", "H", "H", "H", "H", "H", "C", "C", "O", "H", "H", "H", "H", "H", "H"],
  "coordinates": [[0.12248, 3.11679, -2.93144], [1.30206, 4.11971, 0.52142], [3.48259, 1.98141, -1.73487], [-1.75641, 1.67857, 1.81099], [0.48437, 1.02093, -0.37487], [-0.42115, 2.27899, -0.36076], [0.96343, 0.76785, -1.81752], [-0.32715, -0.13578, 0.21161], [1.73422, 1.29074, 0.47389], [2.63163, 3.25978, 4.08880], [1.69724, 2.07620, 3.96050], [0.88506, 2.21268, 2.81446], [3.42438, 3.11495, 4.82156], [2.10882, 4.20917, 4.23389], [3.13554, 3.39100, 3.12085], [1.09453, 1.91761, 4.85418], [2.31261, 1.18063, 3.82589], [1.23467, 1.85896, 1.97303], [1.97353, -2.97810, -2.89327], [2.96159, -1.90526, -3.32325], [3.00958, -0.83765, -2.38883], [1.97181, -3.81471, -3.59436], [0.96348, -2.57444, -2.84523], [2.30111, -3.34683, -1.92160], [2.67235, -1.53986, -4.31537], [3.95905, -2.33688, -3.40136], [2.17078, -0.34794, -2.36190], [-3.99816, 5.22470, -1.06295], [-2.64402, 4.59578, -0.80912], [-2.80113, 3.18411, -0.88464], [-4.68873, 5.09068, -0.22978], [-4.46486, 4.86430, -1.97641], [-3.86682, 6.30898, -1.13522], [-2.29297, 4.87981, 0.18914], [-2.01937, 4.98247, -1.63035], [-1.91272, 2.78961, -0.73706], [6.21131, 0.24650, 1.67133], [4.80885, 0.82362, 1.77025], [4.13437, 0.42561, 0.58284], [6.17312, -0.82418, 1.46478], [6.75137, 0.30321, 2.61876], [6.78427, 0.70124, 0.86460], [4.87117, 1.91959, 1.84304], [4.27995, 0.48134, 2.66342], [3.19060, 0.69839, 0.63130], [-5.13570, -0.84311, -0.14820], [-3.66189, -0.58747, -0.46634], [-2.89671, -0.78102, 0.72163], [-5.65345, 0.03139, 0.24494], [-5.28865, -1.66629, 0.55029], [-5.65661, -1.17168, -1.05052], [-3.53717, 0.43511, -0.83735], [-3.34119, -1.31377, -1.21871], [-1.95951, -0.70569, 0.46437], [-0.71976, -2.46950, 4.47578], [-0.55272, -2.23173, 2.97762], [0.12271, -1.00775, 2.74885], [0.17420, -2.13643, 4.99998], [-0.94367, -3.52079, 4.66106], [-1.59791, -1.94618, 4.86099], [-1.54337, -2.18168, 2.50908], [0.01199, -3.03517, 2.49630], [-0.00785, -0.72053, 1.82681], [-2.35447, -0.71948, -4.53510], [-1.29157, -0.38636, -3.51738], [-0.08006, 0.12524, -4.08073], [-1.94158, -1.28498, -5.37246], [-2.76136, 0.20364, -4.95160], [-3.12332, -1.34888, -4.09149], [-1.03785, -1.27752, -2.93001], [-1.66317, 0.32781, -2.76908], [0.46404, 0.32548, -3.29146], [-0.82840, -5.02803, -0.05584], [-1.27522, -3.64155, -0.53619], [-0.19481, -2.75285, -0.33065], [-0.76130, -5.06306, 1.03211], [0.14932, -5.30251, -0.45234], [-1.52501, -5.81424, -0.35584], [-2.15061, -3.33282, 0.04338], [-1.52403, -3.70763, -1.60412], [-0.52177, -1.82426, -0.29814]],
  "lowdin_charge": [0.890, 0.882, 0.911, 0.901, 0.015, -0.588, -0.471, -0.371, -0.412, -0.076, -0.288, -0.196, 0.086, 0.075, 0.052, 0.125, 0.115, -0.014, -0.070, -0.305, -0.140, 0.079, 0.055, 0.083, 0.107, 0.112, -0.004, -0.076, -0.334, -0.124, 0.082, 0.085, 0.081, 0.114, 0.097, -0.027, -0.078, -0.318, -0.156, 0.083, 0.077, 0.071, 0.098, 0.111, -0.013, -0.068, -0.297, -0.151, 0.070, 0.080, 0.074, 0.102, 0.106, -0.001, -0.074, -0.318, -0.105, 0.073, 0.073, 0.067, 0.104, 0.107, 0.009, -0.066, -0.327, -0.128, 0.082, 0.073, 0.075, 0.103, 0.098, -0.019, -0.078, -0.324, -0.103, 0.064, 0.072, 0.071, 0.101, 0.103, 0.030]
}



Entry 2:
{
  "formula": "C49H74I2O13S5",
  "method": "ωB97M-V/def2-TZVPD",
  "homo_energy_ha": -0.32742,
  "energy_ev": -148994.5963,
  "gap_ev": 7.66,
  "lumo_energy_ha": -0.046,
  "elements": ["C", "O", "C", "C", "C", "C", "C", "C", "C", "C", "C", "C", "C", "C", "C", "C", "C", "C", "I", "C", "C", "I", "C", "C", "C", "O", "C", "C", "C", "C", "C", "C", "C", "O", "H", "H", "H", "H", "H", "H", "H", "H", "H", "H", "H", "H", "H", "H", "H", "H", "H", "H", "H", "H", "H", "H", "H", "H", "H", "H", "H", "H", "H", "H", "H", "H", "H", "H", "C", "C", "C", "S", "O", "O", "C", "H", "H", "H", "H", "H", "H", "H", "H", "C", "C", "C", "S", "O", "O", "C", "H", "H", "H", "H", "H", "H", "H", "H", "C", "C", "C", "S", "O", "O", "C", "H", "H", "H", "H", "H", "H", "H", "H", "C", "C", "C", "S", "O", "O", "C", "H", "H", "H", "H", "H", "H", "H", "H", "C", "C", "C", "S", "O", "O", "C", "H", "H", "H", "H", "H", "H", "H", "H"],
  "coordinates": [[-2.79577, 1.46042, -0.88291], [-3.67726, 0.56574, -1.60347], [-2.95577, -0.15717, -2.64771], [-3.98817, -1.21163, -3.27560], [-3.54015, -2.74912, -3.16348], [-3.01080, -3.19274, -1.71992], [-2.44085, -4.69168, -1.62772], [-1.64132, -5.20427, -2.92114], [-0.07359, -4.74784, -2.93682], [0.02976, -3.21929, -3.41082], [1.57124, -2.69623, -3.57553], [1.83747, -1.73179, -2.30770], [3.39130, -1.43058, -2.02330], [3.71794, 0.07276, -1.61112], [4.56842, 0.98782, -2.56238], [4.96164, 2.46259, -2.20576], [4.52451, 3.12175, -0.85358], [4.91554, 4.58251, -0.39629], [6.87376, 4.77260, 0.59567], [4.10639, 5.73464, -0.54786], [2.66756, 5.64691, -1.25662], [4.82903, 7.66669, 0.22544], [3.67502, 2.21398, 0.09038], [3.27547, 0.73447, -0.26849], [2.40100, -0.03636, 0.81489], [1.40448, -0.76154, 0.58269], [2.83730, 0.20046, 2.35289], [2.86606, -0.97084, 3.35524], [3.33104, -0.68010, 4.80252], [3.71268, 0.78503, 5.17505], [3.68658, 1.97567, 4.16109], [3.24132, 1.67949, 2.71115], [3.20020, 2.77785, 1.52910], [2.80356, 3.94941, 1.72925], [-1.68701, 1.13608, -0.91294], [-2.83372, 2.54101, -1.28619], [-3.14691, 1.51052, 0.20299], [-2.67884, 0.61946, -3.46212], [-1.96757, -0.60637, -2.29289], [-5.04877, -1.05216, -2.86708], [-4.05546, -0.97076, -4.40345], [-4.45894, -3.39228, -3.42529], [-2.77625, -2.93394, -4.01148], [-2.26445, -2.44001, -1.25571], [-3.93126, -3.15547, -1.01628], [-1.74489, -4.71402, -0.70061], [-3.25798, -5.49034, -1.39907], [-2.16118, -4.99473, -3.92028], [-1.60146, -6.35981, -2.83603], [0.33174, -4.92617, -1.86802], [0.47278, -5.42567, -3.69960], [-0.57486, -2.99270, -4.36160], [-0.46702, -2.58870, -2.57562], [1.58918, -2.14157, -4.58119], [2.24932, -3.61522, -3.61039], [1.32357, -0.73492, -2.51232], [1.41296, -2.29193, -1.39684], [4.09345, -1.70106, -2.88770], [3.69931, -2.10458, -1.13512], [4.97901, 0.61066, -3.56638], [5.61584, 3.08350, -2.92023], [1.83589, 5.38684, -0.50930], [2.38672, 6.69097, -1.66902], [2.64345, 4.94427, -2.16677], [2.53426, -2.00490, 2.97660], [3.37637, -1.56095, 5.53648], [4.05225, 0.94340, 6.26462], [3.99217, 3.04095, 4.41200], [8.74759, 0.67957, 3.63717], [7.56975, 1.59180, 3.28910], [6.76008, 0.89795, 2.19288], [7.01995, -0.85867, 2.41401], [7.73889, -1.36596, 1.26773], [5.79670, -1.46675, 2.88733], [8.15975, -0.71808, 3.78007], [9.25098, 0.99850, 4.55232], [9.48058, 0.69639, 2.82398], [6.94345, 1.73274, 4.17659], [7.90591, 2.57994, 2.96494], [5.69560, 1.11978, 2.27776], [7.11862, 1.16976, 1.19812], [8.90890, -1.50741, 3.72236], [7.58536, -0.81102, 4.70464], [-2.88221, 3.58829, -7.92590], [-2.12734, 3.76611, -6.60688], [-2.68316, 2.73944, -5.61800], [-3.27241, 1.36546, -6.60190], [-4.70717, 1.27973, -6.45947], [-2.40683, 0.22571, -6.39535], [-2.90390, 2.08858, -8.19090], [-2.40462, 4.13294, -8.74301], [-3.90472, 3.96500, -7.81988], [-1.06062, 3.58066, -6.76996], [-2.22724, 4.78181, -6.21779], [-1.91484, 2.38736, -4.92890], [-3.52940, 3.14090, -5.05774], [-3.65852, 1.79158, -8.91876], [-1.91995, 1.72946, -8.50077], [-2.07127, -2.05643, 6.09641], [-1.23143, -1.18281, 5.16197], [-0.22611, -0.42031, 6.02703], [0.07148, -1.44170, 7.46590], [-0.43267, -0.75263, 8.63123], [1.41592, -1.97309, 7.40387], [-1.07858, -2.73473, 7.03154], [-2.66498, -2.78732, 5.54353], [-2.75844, -1.42741, 6.67166], [-0.69631, -1.82023, 4.45037], [-1.85316, -0.49642, 4.58303], [0.71457, -0.25495, 5.49992], [-0.63370, 0.53288, 6.36830], [-1.54227, -3.13807, 7.93145], [-0.52046, -3.51721, 6.51249], [-2.29561, 6.81953, 2.82201], [-0.77529, 6.69740, 2.94533], [-0.25323, 6.12415, 1.62638], [-1.41511, 6.62933, 0.36671], [-2.06552, 5.44990, -0.15668], [-0.79004, 7.61196, -0.49036], [-2.54983, 7.46091, 1.46364], [-2.72196, 7.41435, 3.63244], [-2.74998, 5.82401, 2.85738], [-0.34270, 7.68915, 3.11304], [-0.48728, 6.06767, 3.78999], [0.73448, 6.51234, 1.38219], [-0.22942, 5.03306, 1.64613], [-3.57259, 7.32988, 1.11105], [-2.28802, 8.52131, 1.47336], [-6.59364, -6.63846, 1.50039], [-7.71052, -7.41012, 0.79433], [-7.67997, -7.01302, -0.68268], [-5.98726, -6.55813, -1.04406], [-5.94512, -5.14890, -1.35856], [-5.39900, -7.55906, -1.90489], [-5.36502, -6.78643, 0.61283], [-6.41002, -7.02106, 2.50654], [-6.87015, -5.58246, 1.58494], [-7.52731, -8.48526, 0.89066], [-8.68724, -7.20349, 1.23759], [-7.97756, -7.83989, -1.32828], [-8.31144, -6.14422, -0.87632], [-4.59067, -6.04904, 0.82391], [-4.95208, -7.79556, 0.67825]],
  "lowdin_charge": [-0.124, -0.231, -0.208, -0.147, -0.200, -0.206, -0.201, -0.214, -0.201, -0.216, -0.190, -0.203, -0.160, -0.087, 0.008, 0.006, -0.182, -0.692, 0.732, -0.711, -0.126, 0.706, 0.014, 0.018, -0.246, 0.047, -0.038, -0.006, -0.054, -0.042, -0.002, -0.058, -0.240, 0.042, 0.093, 0.090, 0.090, 0.107, 0.104, 0.124, 0.098, 0.120, 0.091, 0.099, 0.112, 0.111, 0.083, 0.107, 0.108, 0.116, 0.111, 0.111, 0.087, 0.109, 0.107, 0.121, 0.106, 0.115, 0.129, 0.102, 0.109, 0.071, 0.077, 0.092, 0.123, 0.104, 0.099, 0.106, -0.221, -0.223, -0.228, 0.667, -0.319, -0.329, -0.232, 0.116, 0.121, 0.111, 0.081, 0.069, 0.098, 0.109, 0.108, -0.226, -0.218, -0.230, 0.652, -0.317, -0.333, -0.236, 0.116, 0.121, 0.118, 0.117, 0.096, 0.111, 0.109, 0.109, -0.225, -0.213, -0.220, 0.665, -0.320, -0.339, -0.236, 0.116, 0.120, 0.118, 0.117, 0.075, 0.109, 0.109, 0.109, -0.225, -0.214, -0.233, 0.657, -0.326, -0.331, -0.235, 0.116, 0.121, 0.119, 0.117, 0.095, 0.106, 0.109, 0.109, -0.225, -0.220, -0.224, 0.651, -0.321, -0.325, -0.237, 0.116, 0.121, 0.118, 0.115, 0.105, 0.107, 0.105, 0.111]
}



Entry 3:
{
  "formula": "C8H20N2S2",
  "method": "ωB97M-V/def2-TZVPD",
  "homo_energy_ha": -0.56659,
  "de_lowest_kj_mol": 107.4,
  "energy_ev": -33250.5045,
  "gap_ev": 9.33,
  "charge": 2,
  "lumo_energy_ha": -0.224,
  "elements": ["C", "C", "C", "C", "C", "C", "C", "C", "N", "N", "S", "S", "H", "H", "H", "H", "H", "H", "H", "H", "H", "H", "H", "H", "H", "H", "H", "H", "H", "H", "H", "H"],
  "coordinates": [[-0.31512, -0.27717, -0.85273], [0.70516, -0.55982, -0.33169], [1.50236, -0.06118, 2.68452], [1.85633, 1.67942, 0.92614], [-1.62525, 1.33365, -2.21702], [-2.08789, -1.12111, -2.25672], [2.92643, -1.14241, -0.71916], [2.23843, 0.31572, 1.36861], [-1.56286, 0.06636, -1.39141], [1.82485, -0.93956, 0.33173], [-4.62244, -0.88791, 1.36742], [-2.92215, 0.22897, 1.45747], [1.61610, 0.73557, 3.38217], [0.46251, -0.21002, 2.49596], [1.96437, -0.93948, 3.11676], [0.76335, 1.73629, 0.82208], [2.39277, 2.04970, -0.04253], [2.21636, 2.34838, 1.65039], [-2.57768, 1.38208, -2.58806], [-1.40989, 2.22535, -1.64776], [-0.90730, 1.18737, -3.03051], [-1.25130, -1.27585, -3.06320], [-2.16244, -2.01475, -1.67728], [-2.94472, -0.75699, -2.75588], [3.42537, -2.10048, -0.77481], [2.41045, -1.09248, -1.77857], [3.66942, -0.38386, -0.72858], [3.30107, 0.16903, 1.48301], [-2.26036, 0.28433, -0.70620], [1.48133, -1.88562, 0.75722], [-4.72679, -1.41624, 2.65382], [-3.38048, 1.32271, 2.06481]],
  "nbo_charge": [0.168, 0.193, -0.644, -0.668, -0.389, -0.385, -0.430, 0.057, -0.427, -0.452, -0.083, -0.205, 0.263, 0.219, 0.239, 0.223, 0.248, 0.283, 0.236, 0.250, 0.238, 0.241, 0.252, 0.245, 0.273, 0.243, 0.253, 0.238, 0.479, 0.491, 0.180, 0.174]
}



Entry 4:
{
  "formula": "C3H15NO4",
  "method": "ωB97M-V/def2-TZVPD",
  "smiles": "C=NCC.O.O.O.O",
  "homo_energy_ha": -0.38019,
  "de_lowest_kj_mol": 100.1,
  "energy_ev": -13033.9999,
  "gap_ev": 11.12,
  "lumo_energy_ha": 0.028,
  "elements": ["C", "C", "C", "N", "H", "H", "H", "H", "H", "H", "H", "H", "H", "O", "H", "H", "O", "H", "H", "O", "H", "H", "O"],
  "coordinates": [[1.65133, 1.82387, 0.71866], [1.73955, 0.72505, -0.38072], [3.22118, -1.08530, -0.07548], [2.10897, -0.55696, 0.19525], [1.15815, 2.65056, 0.20912], [2.65962, 1.97620, 1.12273], [0.98576, 1.42851, 1.47733], [0.73111, 0.52771, -0.72202], [2.48650, 1.02892, -1.12694], [3.95884, -0.50052, -0.65315], [3.52435, -2.03566, 0.35888], [-2.93765, 0.05498, -1.67178], [-4.31134, -0.06028, -0.86929], [-3.67102, -0.55828, -1.39470], [-2.35678, -0.51006, 0.33985], [-1.13995, -0.52799, 1.24580], [-1.87812, 0.06545, 0.96249], [-2.45195, 1.92581, -1.72855], [-1.80170, 1.06776, -0.62366], [-1.76080, 1.27602, -1.58978], [0.22941, -2.58678, 1.96629], [1.00741, -1.57062, 0.97353], [0.16985, -1.73440, 1.53364]],
  "nbo_charge": [-0.608, -0.241, -0.038, -0.427, 0.221, 0.206, 0.223, 0.224, 0.173, 0.146, 0.180, 0.488, 0.465, -0.988, 0.485, 0.515, -1.004, 0.472, 0.507, -0.960, 0.476, 0.503, -1.018]
}



Entry 5:
{
  "formula": "C5H11N3",
  "method": "ωB97M-V/def2-TZVPD",
  "smiles": "N[C@@H]1[C@H]2N[C@@H]2C[C@H]1N",
  "homo_energy_ha": -0.31528,
  "de_lowest_kj_mol": 706.4,
  "energy_ev": -9826.5848,
  "gap_ev": 9.50,
  "lumo_energy_ha": 0.034,
  "elements": ["C", "C", "C", "C", "C", "H", "H", "H", "H", "H", "H", "H", "H", "H", "H", "H", "N", "N", "N"],
  "coordinates": [[-0.70116, 0.72507, -0.50348], [0.37673, 1.31949, 0.44396], [1.28159, 0.18527, 0.77920], [0.19073, -0.83541, 1.18722], [-0.53994, -0.76701, -0.18379], [0.78049, 0.94486, -1.70805], [-0.23909, 1.97279, -2.14553], [-1.73312, 0.97795, -0.17614], [-0.28097, 1.88378, 1.00991], [0.87007, 2.19542, -0.03190], [1.82783, -0.16745, -0.11322], [2.26440, -1.42365, 1.76580], [-0.47980, -0.38853, 1.96451], [0.26627, -0.74218, -1.08479], [-2.02575, -1.84157, -1.23637], [-1.29446, -2.56917, 0.36138], [-0.41842, 0.93627, -1.96659], [1.52415, -0.70387, 1.89937], [-1.66954, -1.70205, -0.26148]],
  "nbo_charge": [-0.086, -0.466, -0.060, -0.180, -0.042, 0.318, 0.356, 0.202, 0.252, 0.198, 0.179, 0.374, 0.186, 0.178, 0.387, 0.392, -0.791, -0.523, -0.873]
}



Entry 6:
{
  "formula": "C3H7N2O2",
  "method": "ωB97M-V/def2-TZVPD",
  "homo_energy_ha": -0.55092,
  "de_lowest_kj_mol": 365.7,
  "energy_ev": -10289.0202,
  "gap_ev": 10.21,
  "charge": 1,
  "lumo_energy_ha": -0.176,
  "elements": ["C", "C", "C", "N", "N", "O", "O", "H", "H", "H", "H", "H", "H", "H"],
  "coordinates": [[2.24928, 0.15876, 0.26989], [-0.62185, -0.19100, 0.03789], [1.26890, -0.88971, -0.34573], [-1.63664, -0.97038, 0.28814], [-0.68491, 1.11511, -0.26284], [2.04029, 1.34875, 0.09342], [-1.94597, 1.70342, -0.14241], [3.11551, -0.34542, 0.80301], [1.06405, -0.61428, -1.41576], [1.21571, -1.94666, -0.05856], [-1.41181, -1.93056, 0.34726], [-2.59730, -0.82972, 0.07480], [0.17846, 1.76101, -0.49986], [-2.23371, 1.63069, 0.81075]],
  "nbo_charge": [0.412, 0.525, -0.395, -0.759, -0.302, -0.495, -0.515, 0.176, 0.266, 0.250, 0.424, 0.441, 0.485, 0.487]
}